#1
The following is a DFT calculation (ωB97M-V with the def2-TZVPD basis set) of a molecular structure, C2H3O4.

XYZ file:
```
9
Properties=species:S:1:pos:R:3:mulliken_charge:R:1
O -0.641 0.009 -1.818 -0.69
C -0.266 -1.165 -1.615 0.11
O 0.378 -1.561 -0.614 -0.67
H -0.642 -1.945 -2.323 0.35
O 1.076 1.695 1.341 -0.50
C 0.421 0.682 1.472 0.33
O -0.901 0.406 1.234 -0.42
H 0.913 -0.162 2.002 0.28
H -0.192 0.456 0.327 0.22
```

Output
- Total charge: -1
- M: 91.042 g mol⁻¹
- LUMO level: 4.165 eV
- Frontier orbital gap: 8.9 eV


#2
The following is a DFT calculation (ωB97M-V with the def2-TZVPD basis set) of a gas-phase ion, C2H3O4 (charge -1).

XYZ file:
```
9
Properties=species:S:1:pos:R:3:mulliken_charge:R:1
O 0.354 0.875 -2.071 -0.70
C 0.702 0.991 -0.940 0.51
O 1.141 1.992 -0.369 -0.77
C 0.453 -0.252 -0.069 0.25
O -0.868 -0.558 -0.398 -0.52
O 0.577 -0.005 1.356 -0.51
H 1.047 -1.073 -0.256 0.11
H -0.902 0.027 -1.190 0.35
H 0.960 0.816 1.502 0.29
```

Output
- Total charge: -1
- M: 91.042 g mol⁻¹
- LUMO level: 4.332 eV
- SMILES string: O=C([O-])C(O)O
- Frontier orbital gap: 8.9 eV


Preferred: #2; penalty for the next structure: 0.0655 hartree.


#1
The following is a DFT calculation (ωB97M-V with the def2-TZVPD basis set) of 12 unconnected molecules or ions with the total composition C32H92N20O16.

XYZ file:
```
160
Properties=species:S:1:pos:R:3:mulliken_charge:R:1
C 4.554 10.038 -0.130 -0.74
O 3.692 9.376 0.815 -0.32
C 2.676 10.208 1.317 -0.59
C 1.842 9.396 2.265 -0.70
N 1.370 8.163 1.627 -0.28
C 0.641 7.238 2.482 -0.79
C 0.381 5.975 1.760 -0.37
O 1.568 5.366 1.349 -0.43
C 1.423 4.149 0.589 -0.11
H 4.822 11.016 0.274 0.30
H 4.004 10.134 -1.070 0.30
H 5.463 9.450 -0.270 0.23
H 2.083 10.626 0.493 0.35
H 3.028 11.144 1.793 0.44
H 0.971 10.021 2.460 0.31
H 2.395 9.313 3.195 0.35
H 2.138 7.665 1.215 0.28
H -0.292 7.746 2.712 0.36
H 1.210 6.965 3.381 0.38
H -0.304 6.210 0.940 0.29
H -0.207 5.316 2.398 0.40
H 2.351 3.964 0.041 0.21
H 0.598 4.211 -0.159 -0.04
H 1.117 3.296 1.220 0.05
C 1.555 -3.432 -0.751 0.06
O 0.945 -4.130 0.313 -0.48
C 1.504 -3.714 1.537 0.34
C 0.912 -4.527 2.662 -1.50
N -0.411 -4.099 3.092 0.55
C -0.821 -4.815 4.321 -0.76
C -2.360 -4.904 4.403 -0.31
O -2.775 -5.667 3.339 -0.33
C -4.147 -5.746 3.336 -0.85
H 1.255 -2.382 -0.735 -0.10
H 1.274 -3.897 -1.698 -0.06
H 2.630 -3.531 -0.741 0.34
H 1.334 -2.628 1.665 -0.05
H 2.593 -3.914 1.528 0.28
H 1.600 -4.414 3.504 0.50
H 0.907 -5.584 2.374 0.50
H -1.133 -4.243 2.417 -0.41
H -0.330 -4.359 5.194 0.40
H -0.430 -5.841 4.302 0.44
H -2.896 -3.952 4.361 0.00
H -2.579 -5.282 5.414 0.45
H -4.421 -6.154 2.362 0.24
H -4.636 -4.789 3.457 0.31
H -4.537 -6.385 4.142 0.39
C -2.327 2.804 0.443 -0.50
O -2.383 2.323 -0.893 -0.43
C -1.915 3.282 -1.799 0.29
C -2.469 2.988 -3.143 -1.15
N -1.899 1.801 -3.662 0.99
C -2.274 1.606 -5.048 -0.87
C -1.483 0.441 -5.670 0.14
O -1.756 0.279 -7.032 -0.52
C -2.889 -0.519 -7.244 -0.67
H -2.991 3.660 0.546 0.42
H -1.325 3.177 0.644 -0.03
H -2.525 1.999 1.153 0.09
H -0.817 3.268 -1.857 -0.49
H -2.192 4.281 -1.434 0.60
H -2.160 3.755 -3.875 0.55
H -3.572 3.044 -3.066 0.15
H -2.239 1.056 -3.066 -0.71
H -2.070 2.501 -5.669 0.38
H -3.359 1.503 -5.188 0.34
H -1.664 -0.457 -5.078 0.24
H -0.415 0.700 -5.594 0.02
H -2.799 -1.462 -6.716 0.24
H -3.005 -0.780 -8.295 0.30
H -3.802 0.000 -6.950 0.28
C 4.160 -4.096 -3.416 -0.78
O 4.780 -3.564 -2.258 -0.19
C 6.070 -3.022 -2.326 -0.64
C 6.575 -2.645 -0.952 -0.70
N 5.909 -1.391 -0.522 -0.37
C 4.460 -1.455 -0.159 0.48
C 4.109 -0.245 0.667 -0.24
O 4.828 -0.313 1.899 -0.40
C 4.477 0.761 2.743 -0.33
H 3.312 -4.632 -2.980 0.11
H 4.821 -4.807 -3.929 0.40
H 3.829 -3.317 -4.111 0.31
H 6.074 -2.094 -2.913 0.29
H 6.725 -3.720 -2.859 0.49
H 7.634 -2.416 -1.052 0.44
H 6.410 -3.510 -0.285 0.28
H 6.430 -0.954 0.220 0.34
H 4.142 -2.334 0.423 -0.11
H 3.876 -1.353 -1.072 -0.17
H 3.014 -0.209 0.789 -0.07
H 4.348 0.699 0.125 0.34
H 3.428 0.701 3.032 -0.20
H 4.621 1.757 2.279 0.31
H 5.083 0.739 3.643 0.35
N -2.055 -4.391 0.036 0.53
C -2.592 -4.833 -1.022 0.80
N -1.776 -5.202 -1.976 -0.37
O -3.813 -4.970 -1.179 -0.88
H -1.062 -4.365 0.263 0.05
H -2.739 -4.064 0.718 -0.58
H -2.282 -5.466 -2.810 0.25
H -0.773 -5.156 -1.889 0.10
N -5.105 -1.767 -2.078 -0.48
C -4.323 -0.662 -2.126 0.67
N -3.743 -0.428 -0.976 0.02
O -4.207 0.030 -3.152 -0.65
H -5.337 -2.067 -3.014 0.28
H -4.851 -2.465 -1.377 0.13
H -3.389 0.529 -0.904 -0.04
H -4.191 -0.820 -0.155 0.15
N -5.732 -3.816 0.560 -0.15
C -5.314 -2.961 1.425 0.14
N -6.140 -2.570 2.333 -0.35
O -4.149 -2.560 1.431 0.11
H -5.109 -4.326 -0.072 0.25
H -6.659 -4.173 0.641 0.17
H -7.129 -2.552 2.201 0.20
H -5.751 -2.023 3.101 0.08
N -3.222 0.104 5.427 -0.36
C -3.766 -0.758 4.649 0.54
N -2.968 -1.262 3.763 0.49
O -4.868 -1.247 4.818 -0.82
H -2.385 0.528 5.002 0.20
H -3.802 0.718 5.966 0.30
H -2.143 -0.805 3.369 0.02
H -3.466 -1.873 3.122 -0.51
N 1.314 0.432 4.881 -0.55
C 0.488 -0.298 4.127 0.57
N 0.712 -1.623 4.270 -0.08
O -0.435 0.161 3.424 -0.88
H 1.189 1.420 4.808 0.32
H 2.270 0.114 4.845 0.23
H 0.121 -2.375 3.870 0.01
H 1.418 -1.925 4.921 0.25
N 3.191 3.133 -2.670 -0.44
C 2.224 2.275 -2.319 0.23
N 1.407 2.096 -3.273 -0.10
O 2.226 1.587 -1.335 -0.22
H 3.914 3.261 -1.986 0.27
H 3.257 3.477 -3.620 0.17
H 1.180 2.863 -3.874 0.32
H 0.626 1.434 -3.117 -0.30
N 1.594 -1.281 -3.514 0.34
C 0.979 -2.136 -4.259 0.17
N -0.149 -2.521 -3.707 0.08
O 1.445 -2.523 -5.332 -0.79
H 1.093 -0.956 -2.676 -0.06
H 2.506 -1.079 -3.889 0.18
H -0.613 -3.295 -4.177 0.19
H -0.409 -2.278 -2.752 -0.06
N 0.091 0.514 0.464 0.97
C -0.397 -0.471 -0.245 0.36
N -1.044 -1.269 0.582 1.33
O -0.295 -0.547 -1.465 -0.39
H 0.007 0.435 1.469 -0.46
H 0.818 1.036 -0.032 -0.44
H -1.851 -1.704 0.125 -0.46
H -1.372 -0.712 1.375 -0.49
```

Output
- M: 1013.212 g mol⁻¹
- LUMO level: 0.161 eV
- SMILES string: COCCNCCOC.COCCNCCOC.COCCNCCOC.COCCNCCOC.NC(N)=O.NC(N)=O.NC(N)=O.NC(N)=O.NC(N)=O.NC(N)=O.NC(N)=O.NC(N)=O
- Frontier orbital gap: 8.5 eV


#2
The following is a DFT calculation (ωB97M-V with the def2-TZVPD basis set) of 12 unconnected molecules or ions with the total composition C32H92N20O16.

XYZ file:
```
160
Properties=species:S:1:pos:R:3:mulliken_charge:R:1
C 15.388 7.675 18.314 -0.90
O 16.116 8.966 18.178 -0.16
C 17.481 8.861 17.822 -0.70
C 18.270 8.877 19.129 -1.00
N 18.010 10.066 20.015 -0.01
C 18.558 9.846 21.333 -1.11
C 18.162 11.003 22.220 -0.21
O 16.783 10.907 22.563 -0.44
C 16.337 12.132 23.137 0.19
H 15.789 7.054 19.116 0.35
H 15.294 6.962 17.495 0.37
H 14.434 7.908 18.787 0.24
H 17.850 9.659 17.177 0.34
H 17.686 7.947 17.264 0.43
H 19.350 8.877 18.981 0.54
H 18.126 7.920 19.632 0.47
H 17.006 10.051 20.120 -0.07
H 19.638 9.755 21.214 0.49
H 18.205 8.858 21.628 0.49
H 18.469 11.844 21.598 0.18
H 18.841 10.930 23.069 0.35
H 16.488 13.090 22.639 -0.31
H 16.745 12.172 24.146 0.48
H 15.275 11.906 23.230 -0.07
C 11.625 13.151 18.823 -0.90
O 12.762 13.407 18.041 0.67
C 12.809 12.725 16.755 -0.73
C 12.951 13.684 15.568 -1.43
N 11.762 14.522 15.433 -0.03
C 10.601 13.928 14.760 -0.95
C 10.878 13.454 13.318 -0.69
O 11.115 14.539 12.450 -0.29
C 10.982 14.254 11.091 -0.90
H 11.491 12.103 19.089 0.38
H 10.691 13.521 18.399 0.35
H 11.733 13.744 19.732 -0.04
H 11.952 12.094 16.519 0.50
H 13.599 11.976 16.813 0.27
H 13.249 13.168 14.655 0.48
H 13.801 14.221 15.989 0.48
H 11.987 15.387 14.964 0.35
H 9.892 14.750 14.858 0.44
H 10.267 13.133 15.426 0.37
H 10.015 12.873 12.992 0.51
H 11.552 12.608 13.186 0.42
H 9.950 13.986 10.866 0.35
H 11.500 13.435 10.591 0.33
H 11.061 15.203 10.562 0.30
C 8.468 12.228 30.864 -0.72
O 9.071 12.224 29.560 -0.32
C 10.509 12.573 29.546 -0.75
C 10.768 13.243 28.154 -0.44
N 10.026 14.551 28.007 -0.51
C 10.214 15.028 26.651 -0.22
C 11.645 15.702 26.370 -0.93
O 11.923 16.000 25.045 0.34
C 11.114 16.999 24.399 -0.47
H 7.612 11.557 30.800 0.23
H 8.203 13.277 30.998 0.30
H 9.123 11.938 31.686 0.29
H 11.133 11.684 29.455 0.34
H 10.873 13.133 30.407 0.43
H 10.428 12.535 27.398 0.30
H 11.853 13.285 28.061 0.35
H 9.099 14.162 28.106 0.31
H 9.471 15.819 26.547 0.39
H 10.048 14.317 25.842 0.23
H 12.471 15.069 26.692 0.28
H 11.798 16.667 26.854 0.32
H 10.112 16.611 24.216 0.36
H 11.523 17.019 23.389 -0.38
H 10.897 17.894 24.982 0.44
C 19.772 15.127 20.451 -0.23
O 19.383 16.422 20.893 -0.51
C 18.005 16.622 21.362 -0.40
C 17.891 16.450 22.816 -0.22
N 18.275 15.080 23.157 0.69
C 18.460 14.824 24.638 -0.75
C 19.730 14.014 24.803 -0.49
O 20.836 14.641 24.282 -0.37
C 22.121 14.280 24.766 -0.88
H 19.128 14.763 19.651 0.03
H 19.938 14.410 21.255 0.09
H 20.669 15.291 19.854 0.29
H 17.291 16.027 20.792 -0.01
H 17.851 17.674 21.122 0.33
H 16.835 16.647 23.000 -0.05
H 18.600 17.112 23.314 0.64
H 19.193 14.979 22.747 -0.18
H 17.518 14.392 24.974 0.30
H 18.638 15.726 25.223 0.38
H 19.595 13.041 24.331 -0.04
H 19.952 13.739 25.834 0.65
H 22.279 13.205 24.841 0.36
H 22.476 14.788 25.663 0.29
H 22.836 14.510 23.976 0.29
N 10.474 17.179 20.965 0.41
C 9.769 16.204 21.316 0.62
N 8.563 16.569 21.551 -0.42
O 10.265 15.083 21.405 -0.46
H 11.426 16.918 20.750 -0.59
H 10.084 18.110 20.921 0.01
H 7.803 15.904 21.538 0.24
H 8.463 17.520 21.876 0.14
N 13.489 16.404 18.028 -0.02
C 12.375 17.100 17.895 0.61
N 11.306 16.369 17.685 0.05
O 12.496 18.344 18.063 -1.02
H 14.405 16.814 18.141 0.10
H 13.401 15.404 17.922 -0.22
H 11.535 15.428 17.398 -0.27
H 10.394 16.797 17.612 0.18
N 13.496 19.793 24.462 -0.33
C 14.278 18.861 24.040 0.68
N 15.049 18.476 25.039 -0.31
O 14.360 18.659 22.868 -0.89
H 12.959 20.288 23.765 0.19
H 13.428 20.100 25.422 0.16
H 14.948 18.984 25.906 0.16
H 15.767 17.771 24.951 0.13
N 13.144 19.669 20.477 -0.19
C 12.110 20.287 20.810 0.70
N 11.284 20.187 19.787 -0.46
O 11.989 20.886 21.825 -0.72
H 13.814 19.476 21.207 0.12
H 13.122 19.165 19.601 0.31
H 11.500 19.750 18.902 0.24
H 10.316 20.402 19.980 0.21
N 10.293 12.981 23.689 -0.11
C 11.437 12.497 24.134 0.20
N 12.489 13.124 23.904 0.82
O 11.430 11.431 24.719 -0.81
H 10.266 13.817 23.123 0.10
H 9.447 12.460 23.871 0.23
H 12.517 14.108 23.677 -0.64
H 13.325 12.733 24.314 0.07
N 14.189 10.975 19.444 0.68
C 13.364 10.262 20.062 0.42
N 13.586 10.473 21.257 -0.03
O 12.567 9.494 19.631 -0.79
H 14.381 10.630 18.514 0.01
H 14.759 11.632 19.957 -0.17
H 13.083 9.892 21.912 0.23
H 14.115 11.308 21.461 -0.41
N 17.672 12.791 18.387 -0.10
C 16.822 13.533 18.997 -0.35
N 16.579 13.077 20.164 2.72
O 16.295 14.512 18.539 -0.72
H 17.778 11.853 18.747 0.10
H 17.908 12.986 17.425 0.34
H 17.319 12.501 20.539 -0.71
H 15.883 13.613 20.663 -1.02
N 14.323 15.650 23.104 1.12
C 14.089 15.209 21.925 -0.05
N 13.639 16.139 21.191 0.78
O 14.439 14.067 21.568 -0.59
H 14.550 15.039 23.875 0.28
H 14.463 16.649 23.153 -0.62
H 13.746 17.045 21.624 -0.35
H 13.692 15.926 20.205 -0.57
```

Output
- M: 1013.212 g mol⁻¹
- LUMO level: 0.287 eV
- SMILES string: COCCNCCOC.COCCNCCOC.COCCNCCOC.COCCNCCOC.NC(N)=O.NC(N)=O.NC(N)=O.NC(N)=O.NC(N)=O.NC(N)=O.NC(N)=O.NC(N)=O
- Frontier orbital gap: 9.0 eV


Preferred: #1; penalty for the next structure: 0.2719 hartree.


#1
The following is a DFT calculation (ωB97M-V with the def2-TZVPD basis set) of 5 unconnected molecules or ions with the total composition H10O4S.

XYZ file:
```
15
Properties=species:S:1:pos:R:3:mulliken_charge:R:1
O 0.233 0.205 -2.326 -0.64
H 0.495 -0.066 -3.220 0.28
H 0.268 -0.603 -1.787 0.41
O 0.859 -0.809 1.769 -0.63
H 0.958 0.123 1.519 0.27
H 1.180 -0.879 2.700 0.29
O -1.702 -1.497 0.619 -0.72
H -0.968 -1.203 1.175 0.41
H -2.071 -0.694 0.246 0.35
O 0.255 -2.030 -0.720 -0.87
H -0.638 -1.967 -0.358 0.48
H 0.800 -1.797 0.046 0.36
S 0.235 2.170 0.286 -0.36
H -0.448 3.314 0.156 0.16
H -0.061 1.810 -0.985 0.20
```

Output
- M: 106.143 g mol⁻¹
- LUMO level: 0.330 eV
- SMILES string: O.O.O.O.S
- Frontier orbital gap: 10.3 eV


#2
The following is a DFT calculation (ωB97M-V with the def2-TZVPD basis set) of 5 unconnected molecules or ions with the total composition H10O4S.

XYZ file:
```
15
Properties=species:S:1:pos:R:3:mulliken_charge:R:1
O -2.332 -1.386 -1.312 -0.63
H -3.119 -1.421 -0.760 0.29
H -1.781 -0.693 -0.906 0.36
O 1.342 2.316 -0.869 -0.62
H 0.793 1.538 -1.065 0.33
H 2.085 2.041 -1.433 0.32
O 0.601 1.051 2.405 -0.69
H 1.541 0.930 2.600 0.33
H 0.506 2.007 2.498 0.32
O -0.431 0.168 0.014 -0.66
H 0.052 0.216 0.863 0.37
H -1.103 0.860 0.053 0.32
S 0.896 -2.984 -0.934 -0.27
H -0.008 -2.149 -1.463 0.13
H 0.959 -2.495 0.310 0.10
```

Output
- M: 106.143 g mol⁻¹
- LUMO level: 0.236 eV
- SMILES string: O.O.O.O.S
- Frontier orbital gap: 9.5 eV


Preferred: #1; penalty for the next structure: 0.0108 hartree.